Model A:
Here is an isolated ion of composition C5H12N2O and charge +1 from OMol25. Energies are from wB97M-V/def2-TZVPD.

The geometry in XYZ format:
```
20
C5H12N2O (wB97M-V/def2-TZVPD)
C 0.660 -1.057 -0.537
N 0.875 0.202 0.169
C 0.911 1.380 -0.755
C -0.481 1.854 -1.041
C -1.381 1.765 0.018
O -1.268 0.789 0.853
C -0.089 -2.089 0.304
N 0.537 -2.205 1.620
H 0.061 -0.886 -1.428
H 1.633 -1.469 -0.817
H -0.006 0.349 0.812
H 1.412 2.189 -0.209
H 1.484 1.146 -1.630
H -0.770 2.089 -2.057
H -0.563 2.638 0.270
H -2.371 2.200 -0.059
H -1.133 -1.761 0.374
H -0.002 -3.049 -0.201
H -0.031 -2.796 2.230
H 0.522 -1.290 2.088
```

LUMO (alpha / beta): -6.094 / -7.037 eV
total charge: +1
HOMO-LUMO gap (alpha / beta): 6.963 / 5.979 eV
expectation value of S²: 0.76
spin multiplicity: 2

***

Model B:
Here is an isolated ion of composition C5H12N2O and charge +1 from OMol25. Energies are from wB97M-V/def2-TZVPD.

The geometry in XYZ format:
```
20
C5H12N2O (wB97M-V/def2-TZVPD)
C 2.441 1.093 -0.843
N 1.468 0.111 -0.873
C 1.342 -1.444 0.957
C 0.689 -0.194 0.369
C -0.789 -0.384 0.049
N -1.555 0.818 0.213
C -2.958 0.702 -0.140
O 2.473 1.914 0.042
H 3.141 1.094 -1.681
H 1.704 -0.631 -1.522
H 0.941 -2.408 0.622
H 2.411 -1.448 0.762
H 1.347 -1.445 2.052
H 0.791 0.632 1.081
H -1.176 -1.167 0.700
H -0.885 -0.795 -0.974
H -1.235 1.644 -0.308
H -3.167 0.267 -1.123
H -3.535 -0.003 0.535
H -3.448 1.646 0.082
```

LUMO (alpha / beta): -3.150 / -8.610 eV
total charge: +1
HOMO-LUMO gap (alpha / beta): 10.322 / 4.851 eV
expectation value of S²: 0.75
spin multiplicity: 2

***

It is model A that is the least stable of them.

***

Model A:
Here is a 2-piece molecular cluster, C9H13N2OS overall from OMol25. Energies are from wB97M-V/def2-TZVPD.

The geometry in XYZ format:
```
26
C9H13N2OS (wB97M-V/def2-TZVPD)
C 2.764 -3.426 -0.481
C 1.855 -2.269 -0.611
C 2.821 -3.967 0.743
C 1.287 -2.081 0.581
C -1.796 2.483 0.000
C -1.982 0.414 -0.948
C 0.512 1.985 0.929
C -0.290 2.049 -0.323
C -0.495 0.499 -0.579
N -0.383 -0.156 0.725
N -2.522 1.181 0.183
O 0.061 0.923 1.613
S 1.722 -3.162 1.794
H 3.345 -3.594 -1.346
H 1.691 -1.685 -1.486
H 3.415 -4.785 1.087
H -1.704 3.072 0.948
H -2.183 3.161 -0.759
H -2.137 0.974 -1.975
H -2.323 -0.570 -0.961
H 1.578 1.959 0.822
H 0.231 2.743 1.552
H 0.195 2.505 -1.183
H -0.027 -0.059 -1.389
H -2.080 0.488 0.881
H -3.557 1.319 0.185
```

LUMO (alpha / beta): -4.679 / -3.668 eV
total charge: +1
HOMO-LUMO gap (alpha / beta): 7.235 / 8.162 eV

***

Model B:
Here is a 2-piece molecular cluster, C9H13N2OS overall from OMol25. Energies are from wB97M-V/def2-TZVPD.

The geometry in XYZ format:
```
26
C9H13N2OS (wB97M-V/def2-TZVPD)
C -0.964 1.321 -3.363
C 0.388 0.924 -3.579
C -1.313 1.535 -2.037
C 1.253 0.802 -2.470
C -0.504 1.474 -0.964
C 0.895 0.946 -1.181
C 0.348 1.728 1.103
C -0.187 0.707 2.205
C -0.129 -0.806 1.570
N -0.683 1.942 0.260
N -0.353 -3.692 2.270
O 1.157 -1.221 1.284
S 1.826 1.063 0.180
H -1.767 1.628 -4.051
H 0.836 0.800 -4.617
H -2.397 1.693 -1.998
H 2.295 0.436 -2.682
H -1.245 0.982 2.408
H 0.423 1.004 2.992
H 0.814 2.762 1.405
H -0.725 -0.827 0.695
H -0.496 -1.683 2.178
H 0.347 -3.846 1.575
H -0.160 -4.403 2.921
H -1.362 -3.778 1.833
H 1.702 -1.490 2.063
```

LUMO (alpha / beta): -6.085 / -6.080 eV
total charge: +1
HOMO-LUMO gap (alpha / beta): 6.527 / 6.533 eV

***

It is model A that is the least stable of them.